Molecular formula: C5H12N2O
Method: DFT, the ωB97M-V functional and the def2-TZVPD basis

```
20
Properties=species:S:1:pos:R:3:forces:R:3
C -0.27396 0.43299 -0.59264 -2.450 -2.005 -2.999
C 1.97114 0.44375 0.83764 -1.863 -0.712 0.325
C -2.64449 -0.35054 -1.42355 0.273 -0.299 -0.176
C 2.01171 1.77789 1.55578 0.118 -0.087 0.063
N -1.23031 -1.94225 -0.23745 0.048 -0.506 -0.272
C -1.26159 -0.66328 -0.90327 0.431 1.131 1.393
O 0.08267 -2.27627 0.21823 -0.087 0.255 -0.142
N -0.08740 -0.28367 -1.66433 0.375 1.391 0.941
H 0.57634 -2.41962 -0.60751 -0.278 -0.059 0.306
H -1.80737 -1.93970 0.60054 0.261 0.040 -0.073
H 0.84453 0.05591 0.76986 2.767 0.463 0.478
H -0.20644 1.45741 -0.28684 0.749 0.199 0.178
H 2.52561 -0.32693 1.36866 -0.023 -0.059 0.112
H 2.38236 0.50863 -0.16634 -0.188 -0.026 -0.166
H -3.36979 -0.29336 -0.61090 0.007 0.032 0.025
H -2.95989 -1.13823 -2.10623 -0.084 -0.052 -0.051
H -2.63309 0.59139 -1.96612 -0.021 0.057 0.059
H 1.65079 1.68429 2.58160 0.019 0.053 -0.041
H 1.39713 2.51879 1.04473 -0.023 0.108 -0.003
H 3.03205 2.16282 1.58812 -0.030 0.076 0.043
```
Forces are in eV/Å.

As for the total energy: -10402.71223 eV. As for the multiplicity: 1. Its max |F| is 4.4 eV/Å. Its relative energy (zero: lowest compared OMol25 entry of this formula, charge and spin) is 131.72 kcal per mole. As for the SMILES: C[C@]1(NO)C=N1.CC.


Molecular formula: C5H12N2O
Method: DFT, the ωB97M-V functional and the def2-TZVPD basis

```
20
Properties=species:S:1:pos:R:3:forces:R:3
C -1.62537 0.12290 -0.48755 -0.198 -0.254 -0.276
N -0.24413 -0.17933 -0.81474 -0.231 2.162 0.822
C 0.16914 -0.13757 -2.18422 0.416 -0.929 -1.119
C 0.63089 1.66352 0.69614 -1.075 -0.638 0.281
C 0.71209 0.19638 0.20752 1.390 -0.621 -0.301
C 0.57110 -0.88748 1.37215 -1.036 0.125 0.229
N 1.68386 -1.10945 2.25827 1.520 1.240 -1.561
O -2.43215 0.14530 -1.35409 -0.255 -0.041 -0.416
H -1.85631 0.37533 0.54882 0.367 -0.220 0.198
H 0.99735 -0.84766 -2.25440 0.384 0.532 -0.159
H -0.52970 -0.43646 -2.96645 -0.669 -0.196 0.770
H 0.42460 0.89010 -2.47916 0.470 -0.086 0.411
H 1.36036 2.34761 0.27761 0.306 -0.299 -0.060
H 0.71341 1.55297 1.77563 0.135 0.676 0.087
H -0.34887 2.07710 0.46138 -0.038 0.164 0.230
H 1.73283 0.04796 -0.16824 -0.367 -0.127 -0.426
H -0.27570 -0.57740 1.99106 -0.120 -0.176 -0.123
H 0.30908 -1.78962 0.81754 0.144 -0.287 0.580
H 2.07552 -0.22024 2.59536 -0.854 -0.088 0.620
H 2.49956 -1.34205 1.67684 -0.291 -0.938 0.212
```
Forces are in eV/Å.

As for the total energy: -10397.79633 eV. As for the multiplicity: 2. Its total charge is +1. Its max |F| is 2.5 eV/Å. Its relative energy (zero: lowest compared OMol25 entry of this formula, charge and spin) is 34.72 kcal per mole. Its expectation value of S² is 0.762.


Molecular formula: C5H12N2O2
Method: DFT, the ωB97M-V functional and the def2-TZVPD basis

```
21
Properties=species:S:1:pos:R:3:forces:R:3
C -0.57629 -1.35246 1.17629 1.243 -1.770 0.767
C -1.21209 -0.52432 -0.00417 -2.411 -1.485 2.388
C -2.37340 1.41942 -0.41129 -0.904 3.429 -1.375
C 2.21835 0.23589 -0.00167 3.379 2.619 -0.403
C 0.91560 -0.21679 -0.33510 -0.930 -0.077 0.989
H -0.42950 -0.74921 2.12899 -0.840 -0.700 -0.971
H 0.50749 -1.75454 1.06286 -2.315 0.432 -0.026
H -1.13024 -2.26593 1.28937 -0.936 -0.208 0.659
H -0.96452 1.03660 1.26203 -0.200 1.103 0.916
H -2.65442 0.75127 -1.28150 1.256 1.175 0.700
H -3.32977 1.48876 0.03349 -1.170 0.058 1.221
H -2.18662 2.56937 -0.66933 0.192 -2.598 0.063
H 4.23183 0.14105 -0.82835 -3.257 -0.626 -0.241
H 2.82775 -0.58973 -1.74014 0.481 -0.139 -0.143
H 0.32247 0.06434 0.69334 3.714 -0.668 -3.572
H 0.94862 -1.29645 -0.71981 -0.358 1.639 0.789
H 0.39688 0.37986 -1.07313 0.704 0.386 -0.518
N -1.40010 0.79836 0.41481 -1.726 -2.565 -3.004
N 3.16911 -0.11639 -0.92395 2.832 0.445 0.618
O -1.73366 -1.03077 -0.99820 1.343 0.523 1.375
O 2.45252 1.01167 0.92545 -0.099 -0.974 -0.230
```
Forces are in eV/Å.

As for the total energy: -12451.05709 eV. As for the multiplicity: 1. Its max |F| is 5.2 eV/Å. Its relative energy (zero: lowest compared OMol25 entry of this formula, charge and spin) is 113.58 kcal per mole. As for the SMILES: CNC(C)=O.CC(N)=O.


Molecular formula: C5H12N2O2
Method: DFT, the ωB97M-V functional and the def2-TZVPD basis

```
21
Properties=species:S:1:pos:R:3:forces:R:3
C -1.81422 -0.49902 -0.05742 -0.094 0.258 -0.275
C -3.09000 -1.14220 -0.61864 0.260 0.103 0.234
N -1.56020 0.76977 -0.71047 -0.037 0.087 0.005
C -0.68281 -1.49123 -0.20153 -0.189 -0.033 0.298
O 0.26183 -1.35340 -0.93127 0.034 -0.118 -0.156
H -1.94878 -0.30790 1.01309 0.036 -0.101 -0.048
H -0.81576 1.24053 -0.20477 0.017 -0.060 -0.132
H -1.22244 0.59803 -1.65428 0.012 0.062 0.113
H -0.80033 -2.40600 0.41311 0.094 -0.104 -0.012
H -3.32424 -2.06165 -0.08862 -0.093 -0.157 -0.007
H -3.91425 -0.44400 -0.50964 -0.066 0.026 0.023
H -2.96200 -1.36422 -1.67587 -0.013 -0.047 -0.125
C 2.77231 0.67659 -0.44772 -0.138 -0.074 -0.226
N 2.80467 1.15777 0.91506 0.450 0.032 -0.217
C 1.73728 1.14756 1.72410 0.507 0.353 0.652
O 0.63201 0.75484 1.43445 -0.588 -0.195 -0.147
H 3.67617 1.53548 1.25106 -0.213 -0.007 0.190
H 1.97581 1.54607 2.72875 -0.060 -0.033 -0.075
H 1.83748 0.13997 -0.60072 0.115 0.055 -0.056
H 2.83253 1.50710 -1.15449 -0.009 -0.051 -0.018
H 3.60493 -0.00409 -0.62417 -0.023 0.004 -0.021
```
Forces are in eV/Å.

As for the total energy: -12454.74025 eV. As for the multiplicity: 1. Its max |F| is 0.9 eV/Å. Its relative energy (zero: lowest compared OMol25 entry of this formula, charge and spin) is 28.65 kcal per mole. As for the SMILES: C[C@H](N)C=O.CNC=O.


Molecular formula: C5H12N2O2Ti
Method: DFT, the ωB97M-V functional and the def2-TZVPD basis

```
22
Properties=species:S:1:pos:R:3:forces:R:3
Ti -0.62001 1.38957 -0.93276 0.241 2.320 3.383
C -2.17375 2.70380 -0.61710 0.569 -0.015 -0.690
H -2.90893 2.77689 0.18323 0.233 -0.250 0.122
H -1.61031 3.66089 -0.67313 -0.037 -0.310 0.066
H -2.69979 2.55845 -1.58736 0.082 -0.175 0.052
H 0.56279 1.22040 -2.72921 -0.498 0.830 -1.082
H 0.86557 0.78433 -2.23877 0.763 -0.737 0.716
C 0.31347 -2.56461 0.42763 0.355 -0.167 0.131
C 0.22658 -1.10839 0.19563 -2.021 -1.734 -2.295
N -0.69183 -0.64048 -0.68520 0.868 -2.351 1.137
O -1.44459 -1.69049 -1.22895 0.602 2.089 0.496
C 1.10190 -0.15851 0.79147 1.156 2.957 1.288
C 2.10839 -0.44250 1.86490 -0.427 -1.065 -1.102
N 1.00002 1.14052 0.34552 -1.706 -0.831 0.226
O -0.11291 1.92044 0.83204 0.155 -0.938 -2.710
H -0.29331 -3.09970 -0.30825 0.356 -0.082 0.468
H -0.03030 -2.80355 1.44986 0.099 -0.007 -0.261
H 1.37666 -2.85888 0.34924 -0.436 -0.022 0.106
H -2.08179 -1.27145 -1.83501 -0.095 -0.234 0.007
H 3.05804 0.02857 1.57827 -0.154 0.124 0.156
H 1.79418 -0.02127 2.83624 -0.116 0.227 -0.317
H 2.25991 -1.52403 1.98171 0.009 0.369 0.104
```
Forces are in eV/Å.

As for the total energy: -35545.25586 eV. As for the multiplicity: 1. Its total charge is +2. Its max |F| is 4.1 eV/Å.


Molecular formula: C5H12N2O3
Method: DFT, the ωB97M-V functional and the def2-TZVPD basis

```
22
Properties=species:S:1:pos:R:3:forces:R:3
C -1.86371 -2.12354 -0.14552 -0.114 -0.239 0.237
N -1.13922 -0.86988 -0.22213 -0.314 0.211 -0.540
C -1.88044 0.24436 -0.78496 0.198 0.128 -0.290
C 0.10070 -0.79738 0.31645 0.472 -0.840 1.228
O 0.51008 -1.66694 1.09248 -0.291 0.440 -0.453
N 0.92429 0.28897 0.01390 3.516 0.190 1.281
C 1.10626 0.69174 -1.37964 -0.059 0.425 -0.133
H -2.55990 -2.20223 -0.99244 0.226 0.118 0.192
H -1.16443 -2.96451 -0.18154 -0.161 0.219 0.107
H -2.44103 -2.17517 0.78938 0.098 -0.139 -0.204
H -1.93196 0.14988 -1.87900 -0.136 0.092 0.162
H -2.90518 0.25418 -0.38517 0.319 0.010 -0.045
H -1.39662 1.19632 -0.55311 -0.100 -0.177 0.066
H 0.68492 -0.06144 -2.05375 0.119 0.130 0.037
H 0.64212 1.66207 -1.59879 -0.046 -0.141 0.068
H 2.17710 0.81062 -1.58813 -0.296 -0.126 0.007
H 2.21358 0.06032 0.61008 -2.663 1.197 0.018
C 1.25383 1.75771 1.43475 1.156 2.512 0.128
O 1.31018 2.90464 1.05804 0.042 -3.571 0.263
H 0.63967 1.41179 2.28591 0.335 -0.576 -0.666
O 2.87196 0.90656 1.64014 -2.210 0.394 -1.506
H 2.84780 0.52192 2.52304 -0.089 -0.258 0.044
```
Forces are in eV/Å.

As for the total energy: -14499.28854 eV. As for the multiplicity: 1. Its max |F| is 3.7 eV/Å. Its relative energy (zero: lowest compared OMol25 entry of this formula, charge and spin) is 97.25 kcal per mole.


- Which value of multiplicity does entry 6 give?
  1


- multiplicity of number 1 (C5H12N2O)?
  1


- Which of these has the highest multiplicity?
  number 2